(1)
Density functional theory data (ωB97M-V/def2-TZVPD) for the ion C24H30F2NO5S with charge -1 at a distorted geometry.

The geometry in XYZ format:
```
63
Properties=species:S:1:pos:R:3
C -3.9129 2.2867 -0.3241
C -2.6889 1.5440 -0.7712
O -1.7188 1.5856 0.2881
C -0.6339 0.7729 0.2095
C -0.1581 0.4590 1.6074
C 1.2049 -0.1293 1.8762
O 1.9167 0.3231 2.7698
C 1.7145 -1.3116 1.1227
C 2.4215 -0.9154 -0.1550
C 3.7177 -0.1363 0.1124
C 3.8978 1.1062 -0.7826
C 4.0848 2.4096 0.0121
C 3.0297 3.4736 -0.2890
C 1.6214 3.1246 0.2332
C 1.4711 3.2258 1.7385
C 0.0559 3.0216 2.2851
C -0.4571 1.5849 2.5810
O -0.1618 0.4017 -0.8575
H -4.5865 2.3357 -1.1868
H -4.3994 1.7236 0.4828
H -3.6848 3.2895 0.0509
H -2.9945 0.5024 -0.9535
H -2.2392 1.9457 -1.6867
H 2.4045 -1.8409 1.7930
H 0.8960 -2.0081 0.8965
H 2.6455 -1.8376 -0.7117
H 1.7227 -0.3441 -0.7829
H 3.7677 0.1164 1.1832
H 4.5396 -0.8432 -0.0773
H 4.7874 0.9223 -1.4059
H 3.0479 1.2036 -1.4736
H 4.1095 2.1908 1.0859
H 5.0782 2.8082 -0.2221
H 3.3784 4.4280 0.1294
H 2.9331 3.6054 -1.3764
H 0.8954 3.7934 -0.2596
H 1.3420 2.1057 -0.0816
H 2.1429 2.5080 2.2273
H 1.7850 4.2431 2.0335
H 0.0411 3.5283 3.2654
H -0.6748 3.5334 1.6392
H -1.5484 1.6387 2.6919
H -0.0400 1.2710 3.5503
F -3.8700 -0.6800 2.4486
C -3.0097 -1.7635 2.3950
F -3.5621 -2.7554 1.6033
S -1.4613 -1.1987 1.6775
N -1.6434 -2.1653 -0.0431
C -2.6327 -2.0579 -1.0069
O -3.5378 -1.2206 -1.0676
C -2.3570 -3.1147 -2.0165
C -1.1737 -3.7123 -1.6591
C -0.5235 -4.6350 -2.4668
C -1.1367 -4.9902 -3.6701
C -2.3766 -4.4271 -4.0310
C -2.9945 -3.4580 -3.2109
C -0.7870 -3.2237 -0.3216
O 0.1040 -3.6665 0.4027
H -2.7733 -2.1399 3.3953
H 0.4302 -5.0197 -2.1277
H -0.6544 -5.6956 -4.3462
H -2.8549 -4.7322 -4.9565
H -3.9395 -2.9899 -3.4659
```

Calculated values
- charge = -1
- lowest unoccupied orbital energy (Ha) = 0.0812

=====

(2)
Density functional theory data (ωB97M-V/def2-TZVPD) for a structure of composition C24H30FFeN5O2S2Sb at a distorted geometry.

The geometry in XYZ format:
```
66
Properties=species:S:1:pos:R:3
Fe -2.2479 0.2855 0.7065
N 0.8987 -7.6023 0.1134
C 0.2667 -6.4683 0.5402
C -1.1201 -6.3779 0.7372
C -1.6691 -5.2380 1.2361
C -0.9278 -4.0783 1.3614
C 0.5062 -4.1305 1.2810
C 1.0930 -5.3208 0.8639
S -1.7605 -2.7021 2.0676
O -0.9507 -2.0038 3.0378
O -3.1138 -3.1506 2.4187
N -1.9231 -1.5224 0.8351
C -2.0812 -1.6812 -0.4971
N -2.0249 -2.8360 -1.1654
C -2.2727 -2.7788 -2.4451
C -2.5207 -1.6206 -3.1714
C -2.4514 -0.4522 -2.4342
N -2.3244 -0.4867 -1.1101
H 0.4087 -8.3270 -0.3966
H 1.8413 -7.8809 0.4597
H -1.7901 -7.2313 0.5711
H -2.7295 -5.2190 1.4466
H 1.1523 -3.3016 1.5764
H 2.1283 -5.4707 0.8388
H -2.3515 -3.7577 -2.9446
H -2.7223 -1.6059 -4.2701
H -2.5710 0.6074 -2.7698
S 1.6651 2.3422 2.2867
C 0.2830 1.6730 1.7500
N -0.7200 1.2856 1.2268
F -3.4132 6.1306 3.5884
C -3.5037 4.9856 2.7919
C -2.9653 5.0679 1.5133
C -3.1994 3.9762 0.6767
C -3.7738 2.7894 1.1876
C -3.8440 1.5137 0.3957
C -4.2954 2.7757 2.5096
C -4.1430 3.9231 3.3031
H -2.3559 5.9841 1.1647
H -2.9638 4.0900 -0.3824
H -3.8593 1.6335 -0.7103
H -4.8433 1.0302 0.6077
H -4.8030 1.8945 2.8774
H -4.5223 3.9377 4.3372
C 3.9248 4.3196 0.7323
C 3.4466 3.7677 -0.5799
Sb 2.8797 1.5786 -0.5929
C 2.5069 1.3844 -2.7927
C 1.8327 0.0518 -3.0805
C 4.8900 0.7997 -0.8025
C 5.9190 1.9430 -1.0582
H 5.0069 4.3149 0.6673
H 3.4752 3.7964 1.5888
H 3.4944 5.3348 0.8241
H 4.0605 3.9554 -1.4588
H 2.4050 4.1180 -0.8541
H 3.4531 1.4593 -3.3124
H 1.8822 2.2239 -3.0668
H 2.5039 -0.7661 -2.8573
H 1.4424 -0.0083 -4.0793
H 0.9491 -0.0946 -2.4970
H 4.9449 0.0354 -1.5914
H 5.0030 0.3681 0.1746
H 5.6808 2.5121 -1.9686
H 6.9447 1.5804 -1.1795
H 5.8689 2.6440 -0.2262
```

Calculated values
- spin multiplicity = 5
- charge = -1
- energy relative to the best compared isomer or geometry (same formula, charge and spin) (kJ/mol) = 0.00
- lowest unoccupied orbital energy (alpha / beta) (Ha) = 0.0851 / 0.0851

=====

(3)
Density functional theory data (ωB97M-V/def2-TZVPD) for a structure of composition C24H30IrN7O.

The geometry in XYZ format:
```
63
Properties=species:S:1:pos:R:3
Ir -0.6631 0.5944 -1.1651
C 2.4169 -1.0101 -2.3657
C 2.0303 0.4218 -2.0202
C 2.5465 0.8565 -0.6634
C 3.9306 0.8824 -0.5391
C 4.5293 1.0328 0.6978
C 3.7383 1.0445 1.8338
C 2.3493 1.0236 1.7658
C 1.6082 0.7173 3.0546
C 1.3049 -0.7838 3.1238
C 1.7667 1.0629 0.4841
N 0.3658 1.2871 0.3494
C -0.3932 1.9381 1.2026
C -1.7796 1.7806 1.0806
C -2.9222 2.2031 1.7707
C -4.0042 1.5800 1.1575
C -3.5072 0.8033 0.1007
N -2.1753 0.9206 0.0653
H 1.9882 -1.3146 -3.3198
H 2.0973 -1.6960 -1.5820
H 3.5004 -1.0811 -2.4469
H 0.9006 0.4579 -2.1092
H 2.3402 1.1037 -2.8133
H 4.5457 0.7626 -1.4226
H 5.6064 1.0743 0.7809
H 4.2058 1.0450 2.8101
H 0.6798 1.2619 3.2006
H 2.2489 1.0036 3.8877
H 0.6226 -1.0708 2.3172
H 0.8389 -1.0398 4.0747
H 2.2171 -1.3715 3.0185
H 0.0707 2.5491 1.9646
H -2.9462 2.8511 2.6320
H -5.0395 1.6478 1.4474
H -4.0478 0.1912 -0.6053
N -3.3652 5.1720 -2.1037
C -2.2056 4.5081 -2.2311
C -2.0644 3.1857 -1.7543
N -0.9066 2.5417 -1.8681
C 0.1273 3.1884 -2.4412
C -0.0396 4.4813 -2.9007
N -1.1806 5.1410 -2.8039
H -4.1971 4.7339 -1.7525
H -3.4369 6.0914 -2.5079
H -2.8954 2.6792 -1.2883
H 1.0727 2.6830 -2.5202
H 0.7920 4.9997 -3.3618
N -0.4862 -1.3179 -0.5558
C -0.3967 -2.3989 -0.1463
N -0.2678 -3.5949 0.3091
C 0.2092 -4.7109 -0.5447
C -0.8911 -5.7566 -0.6257
O -1.2841 -6.1550 0.6694
C -1.8550 -5.0899 1.3973
C -0.8269 -3.9937 1.6241
H 1.0969 -5.1287 -0.0685
H 0.4752 -4.3223 -1.5265
H -0.5225 -6.6425 -1.1390
H -1.7509 -5.3595 -1.1809
H -2.1851 -5.4918 2.3532
H -2.7262 -4.6867 0.8644
H 0.0011 -4.3657 2.2286
H -1.2620 -3.1200 2.1071
```

Calculated values
- charge = +2
- lowest unoccupied orbital energy (Ha) = -0.2701

=====

(4)
Density functional theory data (ωB97M-V/def2-TZVPD) for a structure of composition C24H30MnN5O7PS4 at a distorted geometry.

The geometry in XYZ format:
```
72
Properties=species:S:1:pos:R:3
Mn -0.2969 0.4549 -1.7159
S -2.6981 0.9854 -1.5723
C -2.9851 1.8897 -3.0484
C -4.2209 2.5338 -3.1911
C -4.5743 3.1857 -4.3611
C -3.6742 3.2220 -5.4197
C -2.4298 2.6296 -5.2805
C -2.0590 1.9534 -4.1102
S -0.4842 1.1825 -4.0642
H -4.9000 2.4932 -2.3472
H -5.5478 3.6557 -4.4531
H -3.9420 3.7036 -6.3544
H -1.7077 2.6721 -6.0875
C 0.7811 -3.2997 -3.3307
O -0.2095 -3.0939 -2.3326
P -1.0512 -1.6919 -2.2736
O -1.9953 -2.1127 -3.5416
C -3.0420 -1.2932 -4.0586
O -1.9697 -2.0767 -0.9972
C -2.5345 -3.3706 -0.8363
H 1.1607 -4.3121 -3.1926
H 1.6003 -2.5920 -3.2239
H 0.3512 -3.2034 -4.3306
H -3.6709 -1.9420 -4.6735
H -2.6326 -0.4926 -4.6736
H -3.6372 -0.8564 -3.2563
H -3.3204 -3.2786 -0.0874
H -1.7791 -4.0816 -0.4937
H -2.9588 -3.7290 -1.7763
S 2.5489 -0.5666 -1.9466
C 3.2740 0.2559 -0.6616
N 3.6518 1.5291 -0.8338
C 4.1594 2.3379 0.2653
C 3.6192 1.8076 1.5826
C 3.9934 0.3412 1.7030
N 3.5956 -0.3722 0.4882
H 3.0980 1.9915 -1.5518
H 3.8592 3.3726 0.1078
H 5.2551 2.2947 0.2604
H 2.5320 1.8963 1.5706
H 4.0048 2.3685 2.4332
H 3.4915 -0.1072 2.5607
H 5.0740 0.2377 1.8491
H 3.1479 -1.2637 0.6049
O 1.1688 1.3845 7.2155
S 1.1197 0.0999 7.8929
O 2.4166 -0.3914 8.3470
O 0.0431 -0.0292 8.8649
C 0.6910 -1.1198 6.5923
N 0.5137 -2.3675 7.0251
C 0.2899 -3.2577 6.0605
C 0.2592 -2.9321 4.7231
C 0.4273 -1.5872 4.3746
N 0.6428 -0.6881 5.3503
C 0.3631 -1.0967 3.0104
C 0.4911 -1.9228 1.8858
C 0.4034 -1.3918 0.6198
N 0.1555 -0.1002 0.3539
C 0.0329 0.6902 1.4305
C 0.1592 0.2601 2.7310
H 0.1233 -4.2765 6.3962
H 0.0643 -3.6853 3.9716
H 0.6841 -2.9825 1.9954
H 0.5675 -2.0344 -0.2330
H -0.1792 1.7307 1.2154
H 0.0759 0.9487 3.5614
C -0.6152 3.4438 -0.9669
C 0.2712 2.2895 -1.4326
O 1.4507 2.5709 -1.6891
H 0.0048 4.2372 -0.5338
H -1.3740 3.1127 -0.2606
H -1.1279 3.8367 -1.8491
```

Calculated values
- spin multiplicity = 2
- charge = -2
- energy relative to the best compared isomer or geometry (same formula, charge and spin) (kJ/mol) = 70.55
- lowest unoccupied orbital energy (alpha / beta) (Ha) = 0.1302 / 0.1292

=====

(5)
Density functional theory data (ωB97M-V/def2-TZVPD) for an isolated molecule of C24H30N2O2.

The geometry in XYZ format:
```
58
Properties=species:S:1:pos:R:3
O -7.8028 -2.0522 1.3282
C -8.5462 -1.0501 0.6826
C -7.9656 -0.6823 -0.6931
C -6.6369 -0.1252 -0.5465
C -5.5307 0.3016 -0.3393
C -4.2316 0.8258 -0.1403
C -3.7342 1.8208 -0.9798
C -2.4646 2.3280 -0.7803
C -1.6693 1.8639 0.2583
C -0.2721 2.3727 0.4827
N 0.6543 1.2539 0.4628
C 1.9573 1.5559 1.0192
C 2.7652 0.2548 1.1180
N 2.8793 -0.4616 -0.1393
C 3.9185 0.0692 -1.0052
C 5.2787 -0.2103 -0.4208
C 5.5627 -1.4735 0.0842
C 6.8074 -1.7533 0.6160
C 7.7870 -0.7738 0.6457
C 7.5123 0.4863 0.1449
C 6.2630 0.7666 -0.3828
C 1.5782 -0.6250 -0.7760
C 0.7583 -1.6709 -0.0060
C -0.3307 -2.3357 -0.8503
O -1.3688 -1.4695 -1.2414
C 0.8148 0.7022 -0.8699
C -2.1696 0.8720 1.0966
C -3.4341 0.3534 0.9038
H -6.8801 -1.7699 1.3523
H -9.5545 -1.4543 0.5660
H -8.5989 -0.1461 1.3087
H -8.6198 0.0427 -1.1835
H -7.9109 -1.5818 -1.3133
H -4.3485 2.1863 -1.7894
H -2.0867 3.0953 -1.4412
H -0.2120 2.8382 1.4726
H -0.0177 3.1406 -0.2697
H 1.8310 1.9764 2.0202
H 2.5019 2.2974 0.4046
H 3.7704 0.4677 1.4876
H 2.2709 -0.4065 1.8338
H 3.8186 1.1497 -1.2006
H 3.8418 -0.4472 -1.9685
H 4.7897 -2.2262 0.0612
H 7.0175 -2.7383 1.0068
H 8.7608 -0.9921 1.0592
H 8.2710 1.2552 0.1674
H 6.0537 1.7546 -0.7699
H 1.7518 -1.0034 -1.7893
H 1.4401 -2.4460 0.3463
H 0.2959 -1.1918 0.8584
H 0.0913 -2.7214 -1.7819
H -0.7467 -3.1846 -0.2855
H -1.7421 -1.0587 -0.4506
H -0.1669 0.5248 -1.3096
H 1.3640 1.4019 -1.5287
H -1.5496 0.5105 1.9040
H -3.8156 -0.4164 1.5603
```

Calculated values
- structure (SMILES) = OCCC#Cc1ccc(CN2CCN(Cc3ccccc3)[C@@H](CCO)C2)cc1
- energy relative to the best compared isomer or geometry (same formula, charge and spin) (kJ/mol) = 235.05
- lowest unoccupied orbital energy (Ha) = 0.0258

=====

(6)
Density functional theory data (ωB97M-V/def2-TZVPD) for an isolated molecule of C24H30N2O3.

The geometry in XYZ format:
```
59
Properties=species:S:1:pos:R:3
C 6.1108 2.4545 -1.4606
C 6.6082 1.6242 -0.2810
N 5.7636 0.4618 -0.0544
C 6.4880 -0.6688 0.5105
C 7.2329 -1.4428 -0.5719
C 4.5686 0.7865 0.6986
C 3.4688 -0.2624 0.4858
O 3.5435 -1.2283 1.5097
C 2.0773 0.3848 0.4885
O 1.1447 -0.6634 0.3313
C -0.1909 -0.3653 0.2744
C -0.7074 0.9290 0.3789
C -2.0694 1.1453 0.3074
C -2.8997 0.0553 0.1184
C -2.4023 -1.2663 0.0286
C -1.0287 -1.4613 0.1105
C -3.5545 -2.1195 -0.1139
C -3.6448 -3.5609 -0.2879
C -2.3500 -4.3188 -0.4664
O -4.7131 -4.1485 -0.3012
C -4.6689 -1.2883 -0.0941
C -6.0929 -1.6640 -0.2559
N -4.2778 0.0091 0.0392
C -5.1111 1.1428 0.0728
C -4.8976 2.1799 -0.8295
C -5.7046 3.3022 -0.7920
C -6.7282 3.3947 0.1366
C -6.9420 2.3613 1.0334
C -6.1356 1.2379 1.0082
H 6.0192 1.8210 -2.3382
H 6.8140 3.2558 -1.6737
H 5.1399 2.8976 -1.2548
H 6.6782 2.2570 0.6208
H 7.6137 1.2701 -0.5125
H 7.1936 -0.3429 1.2932
H 5.7585 -1.3303 0.9772
H 7.7056 -2.3210 -0.1393
H 6.5353 -1.7610 -1.3414
H 8.0027 -0.8338 -1.0395
H 4.7616 0.8606 1.7821
H 4.1998 1.7522 0.3501
H 3.6240 -0.7419 -0.4928
H 2.7464 -1.7701 1.4495
H 1.9159 0.9019 1.4444
H 1.9982 1.1042 -0.3359
H -0.0524 1.7726 0.5234
H -2.4699 2.1428 0.4056
H -0.5724 -2.4337 0.0565
H -1.7602 -3.8800 -1.2668
H -1.7779 -4.2842 0.4582
H -2.5769 -5.3556 -0.7030
H -6.5082 -1.9984 0.6949
H -6.6811 -0.8256 -0.6244
H -6.1669 -2.5065 -0.9399
H -4.1078 2.0936 -1.5607
H -5.5370 4.1046 -1.4948
H -7.3580 4.2709 0.1611
H -7.7370 2.4316 1.7605
H -6.2878 0.4377 1.7162
```

Calculated values
- structure (SMILES) = CCN(CC)C[C@@H](O)COc1ccc2c(c1)c(C(C)=O)c(C)n2-c1ccccc1
- energy relative to the best compared isomer or geometry (same formula, charge and spin) (kJ/mol) = 259.54
- lowest unoccupied orbital energy (Ha) = 0.0238

=====

(7)
Density functional theory data (ωB97M-V/def2-TZVPD) for an isolated molecule of C24H30N2O4.

The geometry in XYZ format:
```
60
Properties=species:S:1:pos:R:3
C -1.4192 0.1904 3.4438
C -2.0508 -0.5666 2.2812
O -1.1116 -0.8493 1.2510
C -0.5452 0.2192 0.6037
C 0.8379 0.2644 0.5439
C 1.5002 1.2915 -0.1219
C 2.9892 1.3899 -0.1903
O 3.5563 2.4632 -0.2319
N 3.6055 0.1745 -0.2251
C 4.9715 -0.1275 -0.2682
C 5.9400 0.8502 -0.0732
C 7.2901 0.5367 -0.1026
C 8.3206 1.5989 0.1310
C 7.6655 -0.7803 -0.3293
C 6.7049 -1.7559 -0.5237
C 5.3518 -1.4575 -0.4988
C 4.3335 -2.5409 -0.7187
C 0.7491 2.3043 -0.7024
C -0.6321 2.2617 -0.6774
C -1.2983 1.2165 -0.0501
O -2.6526 1.0675 -0.0314
C -3.4699 2.0493 -0.6326
C -4.9303 1.6238 -0.4324
O -5.6972 2.3447 0.1775
N -5.3010 0.4491 -0.9702
C -4.4742 -0.4828 -1.7025
C -4.2720 -1.7634 -0.8906
C -5.6252 -2.3724 -0.5335
C -6.4891 -1.3379 0.1835
C -6.6188 -0.0797 -0.6739
H -2.1528 0.3273 4.2332
H -1.0712 1.1677 3.1146
H -0.5712 -0.3639 3.8397
H -2.9040 -0.0039 1.8886
H -2.3909 -1.5533 2.6065
H 1.3746 -0.5117 1.0694
H 2.9964 -0.6282 -0.2775
H 5.6270 1.8668 0.0967
H 9.1873 1.4439 -0.5082
H 8.6588 1.5680 1.1672
H 7.9082 2.5856 -0.0620
H 8.7125 -1.0449 -0.3564
H 7.0134 -2.7764 -0.7021
H 4.8337 -3.4845 -0.9210
H 3.6908 -2.3120 -1.5699
H 3.7056 -2.6796 0.1633
H 1.2623 3.1217 -1.1843
H -1.1911 3.0495 -1.1569
H -3.3453 3.0202 -0.1386
H -3.2467 2.1594 -1.7031
H -3.5111 -0.0419 -1.9470
H -4.9925 -0.7235 -2.6400
H -3.6770 -2.4689 -1.4722
H -3.7187 -1.5214 0.0173
H -5.4852 -3.2495 0.1002
H -6.1305 -2.6959 -1.4472
H -7.4811 -1.7428 0.3872
H -6.0268 -1.0704 1.1356
H -7.1791 0.6967 -0.1512
H -7.1241 -0.3161 -1.6168
```

Calculated values
- structure (SMILES) = CCOc1cc(C(=O)Nc2cc(C)ccc2C)ccc1OCC(=O)N1CCCCC1
- energy relative to the best compared isomer or geometry (same formula, charge and spin) (kJ/mol) = 135.29
- lowest unoccupied orbital energy (Ha) = 0.0230

=====

(8)
Density functional theory data (ωB97M-V/def2-TZVPD) for the ion C24H30N3O with charge +1 at a distorted geometry.

The geometry in XYZ format:
```
58
Properties=species:S:1:pos:R:3
C 1.8385 2.2207 -1.6706
N 1.0362 2.9705 -0.7060
C -0.4183 2.9030 -0.7723
C -0.9663 1.7951 0.1176
C -0.3322 1.7743 1.4690
N -0.4660 0.6394 2.1773
C -1.2231 -0.5489 1.6306
C -1.6555 -1.5973 2.6431
O -0.7069 -1.8201 3.6674
C -0.3342 -0.6356 4.3629
C 0.2716 0.4212 3.4465
C 0.5451 3.0484 1.8302
C 0.1394 4.4732 2.3404
C -1.3393 4.5534 2.7476
C -1.7325 3.6901 3.7630
C -3.0484 3.6281 4.1823
C -3.9949 4.4988 3.6570
C -3.5815 5.4699 2.7609
C -2.2560 5.5590 2.3492
N -1.8846 6.6603 1.5951
C -2.9276 7.6038 1.1714
C -0.5397 6.8305 1.2935
C -0.1324 8.0121 0.6583
C 1.2064 8.3169 0.4767
C 2.1613 7.4500 0.9850
C 1.7680 6.2723 1.6109
C 0.4356 5.8503 1.6486
C 1.5818 3.2410 0.5857
H 2.9017 2.5480 -1.6933
H 1.8367 1.1177 -1.4808
H 1.4069 2.3687 -2.6771
H -0.7701 3.8599 -0.3493
H -0.6310 2.7751 -1.8402
H -2.0323 2.0115 0.2829
H -0.8828 0.8354 -0.4239
H -2.1118 -0.2270 1.0970
H -0.5719 -1.0590 0.9146
H -2.6209 -1.3228 3.0821
H -1.7412 -2.5751 2.1612
H -1.2113 -0.2399 4.9022
H 0.4221 -0.9878 5.0802
H 1.2807 0.0655 3.1951
H 0.3654 1.3539 4.0073
H 1.2634 2.6059 2.5598
H 0.7520 4.5430 3.3482
H -1.0079 3.0528 4.2894
H -3.3826 2.8580 4.8763
H -5.0444 4.4564 3.9147
H -4.3109 6.1453 2.3141
H -2.5656 8.3367 0.4518
H -3.7218 7.0493 0.6560
H -3.3824 8.1556 2.0096
H -0.8856 8.6691 0.2217
H 1.4701 9.2151 -0.0668
H 3.2174 7.6725 0.8261
H 2.5811 5.6824 2.0691
H 2.3895 2.4584 0.7697
H 2.0438 4.2660 0.5624
```

Calculated values
- charge = +1
- structure (SMILES) = CN1CCC(=[N+]2CCOCC2)[C@H](C2c3ccccc3N(C)c3ccccc32)C1
- energy relative to the best compared isomer or geometry (same formula, charge and spin) (kJ/mol) = 262.54
- lowest unoccupied orbital energy (Ha) = -0.1367

=====

no.,M (u)
1,482.57
2,681.27
3,624.77
4,714.71
5,378.52
6,394.51
7,410.51
8,376.52